79
Properties=species:S:1:pos:R:3 method="wB97M-V/def2-TZVPD" e_lumo_ha="-0.0405 / -0.0424" s_squared=8.7529 homo_energy_ev="-8.36 / -9.18" gap_ev="7.26 / 8.02" spin_multiplicity=6 total_energy_ha=-8359.715267
Mn 0.46134 0.02239 -0.75031
O 0.05378 3.57003 2.30360
As 1.03974 2.40314 1.40466
O 1.79552 1.46538 2.51365
O -0.05811 1.58193 0.42673
C 2.01691 3.68541 0.31955
C 2.04789 4.99497 0.78660
C 2.68323 5.99433 0.06031
C 3.29240 5.69530 -1.14473
C 3.27633 4.39146 -1.61932
C 2.64360 3.39408 -0.89577
S 2.71822 1.74646 -1.56791
O 2.79648 0.88626 -0.37924
O 3.85154 1.70265 -2.44851
O 1.42458 1.49328 -2.24030
H 0.00315 3.24190 3.20994
H 1.56291 5.23367 1.72139
H 2.69880 7.00613 0.44417
H 3.79118 6.46946 -1.71314
H 3.77153 4.12649 -2.54323
C -2.73619 -0.22146 3.99013
C -2.51446 -1.04713 2.75635
C -3.11055 -2.29213 2.58447
C -2.86156 -3.02532 1.43989
C -2.00834 -2.46119 0.50638
Br -1.59150 -3.48575 -1.05351
N -1.43371 -1.28993 0.62490
C -1.68885 -0.59343 1.73989
H -3.80021 -0.08155 4.18477
H -2.27597 0.75985 3.88614
H -2.29917 -0.70512 4.86533
H -3.76963 -2.69195 3.34645
H -3.30100 -3.99737 1.27423
H -1.20198 0.37190 1.79388
O -6.05850 4.07706 -0.94839
C -6.06508 2.96575 -1.71446
O -7.08101 2.60536 -2.23737
C -4.76852 2.22471 -1.85621
C -3.53027 2.77566 -1.53590
C -2.37012 2.03378 -1.67232
C -2.45916 0.73645 -2.16081
C -3.68792 0.16715 -2.47758
C -4.84022 0.91866 -2.32998
N -1.25920 -0.00404 -2.26194
C -1.02585 -0.72448 -3.27091
C 0.18962 -1.54816 -3.33122
C 0.43238 -2.34422 -4.43605
C 1.58256 -3.12425 -4.44679
C 2.43589 -3.06815 -3.36235
C 2.11196 -2.23448 -2.29885
N 1.01084 -1.49784 -2.27804
H -5.20407 4.18840 -0.51571
H -3.43511 3.79780 -1.18727
H -1.40396 2.43036 -1.38990
H -3.73991 -0.86494 -2.80159
H -5.81090 0.50570 -2.56652
H -1.69584 -0.77922 -4.13104
H -0.25831 -2.35145 -5.26793
H 1.80401 -3.75822 -5.29477
H 3.34733 -3.64767 -3.32878
H 2.76540 -2.14221 -1.43873
C 3.60213 -3.16137 1.65064
C 2.25627 -2.97696 2.36151
C 2.42635 -2.10112 3.59955
C 1.69278 -4.33846 2.75072
N 1.23653 -2.36130 1.49393
N 1.56699 -1.07226 0.99093
H 4.32594 -3.63579 2.31510
H 4.03826 -2.20976 1.33923
H 3.48756 -3.80200 0.77090
H 3.09367 -2.58586 4.31394
H 1.45846 -1.94143 4.07784
H 2.84594 -1.12421 3.35360
H 2.39078 -4.87372 3.39546
H 1.51449 -4.95469 1.86461
H 0.74610 -4.21801 3.27869
H 1.05833 -2.96399 0.69619
H 2.54887 -0.98997 0.73172
H 1.44663 -0.37072 1.72941



70
Properties=species:S:1:pos:R:3 method="wB97M-V/def2-TZVPD" e_lumo_ha=-0.1307 homo_energy_ev=-10.36 total_charge=+1 gap_ev=6.81 total_energy_ha=-4781.944239
Au 0.06903 -0.34399 0.57536
C -1.09669 -0.76222 4.98179
Si 0.54811 -1.60141 4.53955
C 1.99315 -1.13919 5.69381
C 0.38158 -3.49930 4.50505
C 1.07251 -1.15203 2.78889
C 2.11069 -1.13954 2.12452
H -1.33269 -0.92642 6.02810
H -1.91905 -1.16946 4.40096
H -1.07248 0.30896 4.81274
H 1.82072 -1.50623 6.70207
H 2.15211 -0.06838 5.75832
H 2.91756 -1.58646 5.34006
H 0.33645 -3.89996 5.51264
H 1.23576 -3.95350 4.01226
H -0.50986 -3.82995 3.98262
N -1.92571 -0.35011 1.07575
S -2.97229 -0.45242 -0.13964
C -3.46139 -2.18700 -0.36027
C -2.94714 -3.19727 0.42807
C -3.26158 -4.51284 0.12226
C -4.10399 -4.80464 -0.93928
C -4.63800 -3.77838 -1.70242
C -4.30351 -2.46450 -1.42361
C -4.56771 0.09942 0.52977
C -5.20578 -0.53604 1.58214
C -6.44918 -0.07749 1.98509
C -7.04067 0.99695 1.33925
C -6.39655 1.62089 0.28374
C -5.14916 1.17669 -0.11894
H -2.24087 -0.73467 1.95329
H -2.30251 -2.96395 1.26314
H -2.84270 -5.31490 0.71229
H -4.33995 -5.83293 -1.17538
H -5.29507 -3.99709 -2.52771
H -4.69792 -1.65287 -2.01553
H -4.75014 -1.38481 2.07106
H -6.96240 -0.57586 2.79301
H -8.00912 1.34328 1.66154
H -6.86963 2.44121 -0.23198
H -4.63194 1.65097 -0.93765
Br 8.65569 0.86091 -1.98218
C 6.91764 0.55653 -1.28646
C 6.77775 -0.11968 -0.06852
C 5.52971 -0.35647 0.42926
C 4.36340 0.06559 -0.27817
C 4.54044 0.79185 -1.49445
C 5.79491 1.01537 -1.99112
C 3.08708 -0.21064 0.23076
O 3.10382 -1.08955 1.33959
O 1.96087 0.22181 -0.18652
H 7.65579 -0.43364 0.47314
H 5.40718 -0.86299 1.37189
H 3.65944 1.16066 -1.99727
H 5.93873 1.55891 -2.91272
C 0.56477 -5.04735 -0.62450
C 0.36024 -4.21496 -1.90073
C -0.64556 -4.90292 -2.83175
C 1.70677 -3.97036 -2.59851
C -0.15149 -2.93225 -1.49725
N -0.52905 -1.90870 -1.13886
H 1.02046 -5.99847 -0.89164
H -0.38476 -5.23936 -0.12670
H 1.23204 -4.53520 0.06679
H -0.32906 -5.92678 -3.01422
H -0.72246 -4.38514 -3.78478
H -1.63048 -4.92365 -2.36983
H 2.16867 -4.91946 -2.86357
H 2.37906 -3.43005 -1.93509
H 1.57193 -3.38397 -3.50453



75
Properties=species:S:1:pos:R:3 method="wB97M-V/def2-TZVPD" e_lumo_ha="-0.1608 / -0.1604" s_squared=0.7693 homo_energy_ev="-9.70 / -9.99" total_charge=+1 gap_ev="5.32 / 5.62" spin_multiplicity=2 total_energy_ha=-8011.735650
Fe -0.90490 -0.17297 0.90556
N 2.64262 -2.69031 1.35200
C 1.71299 -1.76724 1.01453
S 0.91095 -0.98353 2.35038
N 1.47291 -1.52116 -0.22102
N 0.54162 -0.64125 -0.62071
C 0.65479 -0.31705 -1.91377
C 1.63538 -1.05183 -2.74782
C 2.72753 -0.39449 -3.30665
C 3.63089 -1.09179 -4.08899
C 3.45396 -2.44715 -4.31297
C 2.37210 -3.10595 -3.75294
C 1.47289 -2.41471 -2.96270
C -0.02681 0.76440 -2.47362
C 0.17978 1.17173 -3.81428
C -0.18846 2.41156 -4.23751
C -0.78241 3.30291 -3.30313
C -1.12549 2.84065 -2.07808
N -0.86478 1.55240 -1.66507
H 3.02941 -2.61122 2.27961
H 3.27282 -2.98786 0.62206
H 2.86952 0.65850 -3.11310
H 4.46880 -0.57193 -4.52786
H 4.16151 -2.99042 -4.91882
H 2.22083 -4.15865 -3.93745
H 0.63462 -2.92609 -2.51350
H 0.66044 0.47764 -4.48542
H -0.03425 2.71948 -5.25840
H -1.00590 4.31883 -3.58362
H -1.68768 3.43259 -1.37322
C 1.82167 6.46796 1.90379
Ge 2.27083 4.57965 1.49621
C 2.98744 3.69525 3.12280
C 3.58133 4.41450 0.01699
C 0.59257 3.62495 0.84067
Se 0.66843 1.77187 1.42590
C -0.05767 2.08073 3.20449
H 2.73408 6.99225 2.17089
H 1.13600 6.53135 2.74325
H 1.37829 6.97013 1.05018
H 4.03767 3.94695 3.22993
H 2.90376 2.61374 3.05099
H 2.47816 4.02861 4.02147
H 4.54925 4.78534 0.33947
H 3.27036 4.98993 -0.84959
H 3.69329 3.37502 -0.27635
H 0.62573 3.60098 -0.24639
H -0.34807 4.06812 1.15643
H 0.39373 2.97906 3.61676
H 0.18479 1.21760 3.82139
H -1.13687 2.20613 3.14098
O -2.28169 1.53094 0.43158
B -1.82479 0.93724 -0.75274
O -2.75492 0.03461 -1.24319
C -3.82455 0.09849 -0.39375
C -5.03422 -0.56226 -0.45667
C -5.97940 -0.23471 0.50713
C -5.71258 0.69859 1.49886
C -4.48845 1.34752 1.58007
C -3.55726 1.03330 0.61154
H -5.22429 -1.28814 -1.22854
H -6.95045 -0.70519 0.48307
H -6.46802 0.92569 2.23207
H -4.26799 2.05602 2.36074
I -2.41430 -0.93715 3.19250
C -1.77633 -2.32712 1.72847
C -1.18983 -3.52627 2.07507
C -0.82559 -4.37790 1.03781
C -1.08377 -3.99481 -0.27273
C -1.67820 -2.77139 -0.50810
N -2.00373 -1.93575 0.48255
H -1.02926 -3.78911 3.10674
H -0.37440 -5.33446 1.25072
H -0.83744 -4.64819 -1.09467
H -1.91626 -2.41218 -1.49815



74
Properties=species:S:1:pos:R:3 method="wB97M-V/def2-TZVPD" e_lumo_ha="-0.0923 / -0.1539" s_squared=3.7962 homo_energy_ev="-10.90 / -10.80" total_charge=+1 gap_ev="8.39 / 6.61" spin_multiplicity=4 total_energy_ha=-2661.697548
V -0.35686 -1.37684 -0.93295
C -2.39751 -1.64869 2.13767
C -0.98311 -1.17854 2.21085
C -0.26007 -0.79198 3.34259
C 0.94995 -0.33841 2.86242
N 0.95453 -0.46540 1.52253
N -0.22762 -0.99123 1.12502
B 1.97301 0.19929 0.53449
N 1.19451 1.22706 -0.31112
C 1.50414 2.48837 -0.66204
C 0.76665 2.82552 -1.77467
C 0.01872 1.67873 -2.07721
C -0.93619 1.49857 -3.20873
N 0.28228 0.72411 -1.18949
N 2.54795 -0.79943 -0.49815
C 3.81882 -0.93292 -0.92851
C 3.81429 -1.64772 -2.10244
C 2.46360 -1.93243 -2.34847
C 1.86162 -2.66342 -3.49902
N 1.72168 -1.40204 -1.38384
N 3.08192 0.78233 1.37593
C 4.05274 0.09401 2.03259
C 4.64381 0.95059 2.92154
C 3.94855 2.17009 2.76245
C 4.18248 3.46795 3.45986
N 3.00293 2.05148 1.84666
H -3.03544 -0.99926 2.73677
H -2.50544 -2.65988 2.53487
H -2.76800 -1.62390 1.11433
H -0.59237 -0.80568 4.36611
H 1.79301 0.09279 3.37559
H 2.21519 3.04422 -0.07459
H 0.76373 3.76645 -2.29678
H -0.55738 2.00866 -4.09320
H -1.91501 1.91688 -2.97013
H -1.07700 0.44640 -3.45967
H 4.63431 -0.47980 -0.39256
H 4.66137 -1.91927 -2.70834
H 2.23430 -2.26262 -4.44101
H 0.77411 -2.57016 -3.50453
H 2.10869 -3.72520 -3.46939
H 4.23552 -0.95115 1.83537
H 5.46159 0.73881 3.58944
H 4.79263 3.32450 4.34978
H 3.23661 3.91999 3.75562
H 4.70120 4.17096 2.80687
N -3.11987 -4.50283 -0.69873
C -2.04843 -3.72813 -0.60531
O -2.03947 -2.58925 -1.12759
C -0.82147 -4.14879 0.12785
C 0.31798 -3.34830 -0.48761
H -3.94448 -4.16832 -1.17142
H -3.12510 -5.42115 -0.29007
H -0.69290 -5.23451 0.13321
H -0.98080 -3.84746 1.16811
H 0.64861 -3.83125 -1.41279
H 1.17389 -3.30965 0.18551
C -3.03351 3.95784 1.08020
C -1.95575 3.12990 1.45000
C -1.76986 1.91388 0.85748
C -2.66509 1.46502 -0.14415
C -2.59222 0.26042 -0.85541
C -3.41275 -0.18011 -1.82821
C -4.46597 0.70330 -2.20814
C -4.62658 1.89594 -1.57163
C -3.74958 2.30896 -0.53627
C -3.90599 3.55900 0.10991
H -3.16021 4.91575 1.56704
H -1.26117 3.46619 2.20897
H -0.93464 1.29238 1.13733
H -3.31584 -1.13584 -2.31946
H -5.13773 0.40029 -3.00116
H -5.43600 2.55935 -1.85013
H -4.72949 4.19557 -0.19004



69
Properties=species:S:1:pos:R:3 method="wB97M-V/def2-TZVPD" e_lumo_ha="0.1576 / 0.1575" s_squared=6.0252 homo_energy_ev="0.06 / -0.05" total_charge=-2 gap_ev="4.23 / 4.34" spin_multiplicity=5 total_energy_ha=-5871.104881
Fe -1.14168 -0.29510 -1.01476
C -1.98062 0.35757 3.69691
C -1.71370 -0.70914 2.64191
C -1.69960 -2.10750 3.25984
O -0.43084 -0.41547 2.11244
C -2.84793 -0.65660 1.58532
O -4.00706 -0.77635 1.99193
O -2.50442 -0.52121 0.37041
H -1.26266 0.25308 4.51441
H -2.99506 0.25962 4.07971
H -1.86138 1.34823 3.25389
H -0.99962 -2.13063 4.09848
H -1.36128 -2.83485 2.51885
H -2.69662 -2.38459 3.60314
H -0.28634 -0.89189 1.27418
C 1.15488 2.11077 -1.71978
P -0.48985 2.00538 -0.95085
C -0.15948 2.86095 0.62852
C -1.49787 3.21242 -1.92431
C -0.95226 3.85643 -3.03413
C -1.73916 4.61623 -3.88688
C -3.09868 4.73746 -3.64298
C -3.64847 4.11251 -2.53541
C -2.87118 3.35541 -1.66225
P -3.60271 2.53657 -0.16824
C -4.67675 3.91411 0.42915
C -4.85563 1.44748 -0.93285
H 1.12012 1.73107 -2.74106
H 1.78927 1.43168 -1.14782
H 1.56411 3.12406 -1.69979
H 0.26000 3.85584 0.45904
H 0.53972 2.24138 1.19092
H -1.07521 2.93010 1.20902
H 0.10199 3.75258 -3.25603
H -1.29041 5.09403 -4.74970
H -3.72825 5.30661 -4.31707
H -4.71259 4.20759 -2.34874
H -5.36601 4.29323 -0.32991
H -4.05474 4.73660 0.78656
H -5.26070 3.54125 1.27301
H -5.62230 2.00363 -1.48073
H -5.30830 0.85083 -0.13853
H -4.34487 0.75754 -1.60641
Br -2.12149 -0.54947 -3.24603
C 0.61840 -1.09965 -0.54259
C 1.62709 -1.77871 -0.33735
C 2.79331 -2.53379 -0.06983
C 3.74675 -2.69326 -1.13593
C 3.38161 -2.39498 -2.47700
C 4.27464 -2.49535 -3.52421
C 5.59749 -2.89093 -3.32287
C 5.98995 -3.16445 -2.01650
C 5.10353 -3.06906 -0.95725
C 2.95102 -3.05918 1.26944
C 3.75032 -4.18177 1.59071
C 3.84664 -4.67410 2.88201
C 3.14685 -4.09033 3.93261
C 2.32657 -3.00261 3.63737
C 2.22790 -2.50322 2.35333
H 2.36236 -2.08252 -2.66837
H 3.92776 -2.26173 -4.52637
H 6.29344 -2.97255 -4.14943
H 7.01857 -3.44751 -1.80984
H 5.47770 -3.24663 0.04162
H 4.26847 -4.70417 0.79799
H 4.46717 -5.54700 3.06380
H 3.22196 -4.47972 4.94119
H 1.74593 -2.53130 4.42435
H 1.57025 -1.66492 2.15970



78
Properties=species:S:1:pos:R:3 method="wB97M-V/def2-TZVPD" e_lumo_ha=0.0664 homo_energy_ev=-3.85 total_charge=-1 gap_ev=5.65 total_energy_ha=-14194.282390
Zr 2.10186 0.82953 -0.73185
O 0.63010 -0.39428 -2.58646
S -0.34295 -1.38693 -3.12275
C -0.39858 -2.90773 -2.15179
C 0.82213 -3.79653 -2.33841
C 2.01514 -3.37880 -1.48702
C 1.75289 -3.54806 0.01415
S 1.55906 -1.95322 0.90980
O 0.95883 -0.99487 -0.11882
C 0.10650 -2.40700 1.86712
C -1.16426 -2.00914 1.47744
C -2.25531 -2.36204 2.26103
C -2.06418 -3.10003 3.42476
C -0.78470 -3.47132 3.81489
C 0.31103 -3.11470 3.04131
C -1.96487 -0.83392 -2.60134
C -2.05760 0.10490 -1.58236
C -3.31878 0.53357 -1.18557
C -4.45543 0.02419 -1.80588
C -4.34163 -0.90280 -2.83275
C -3.08771 -1.33069 -3.24246
H -1.29995 -3.39238 -2.53408
H -0.56588 -2.62289 -1.11325
H 1.11980 -3.80247 -3.39147
H 0.53474 -4.82244 -2.08894
H 2.28390 -2.34770 -1.70940
H 2.88511 -3.97416 -1.76428
H 2.60777 -4.00364 0.51605
H 0.86538 -4.14824 0.21267
H -1.29145 -1.39600 0.59618
H -3.24841 -2.04336 1.97248
H -2.91394 -3.36618 4.03973
H -0.63615 -4.01977 4.73587
H 1.31927 -3.36212 3.35452
H -1.15619 0.52336 -1.14612
H -3.41657 1.27512 -0.40400
H -5.43372 0.36778 -1.49554
H -5.22827 -1.28120 -3.32513
H -2.98531 -2.03621 -4.05930
O 5.99153 -2.25977 4.67361
C 5.38949 -1.73918 3.76565
S 4.27711 -0.38374 3.96822
C 3.84924 -0.20134 2.27622
C 4.44515 -1.03014 1.41019
S 4.11057 -1.07205 -0.29930
S 5.56951 -2.20549 2.06985
S 2.62657 0.95990 1.84098
Se 3.65738 0.78268 -2.91888
Se 4.52539 1.96192 -1.07691
Se 3.24650 3.86574 -1.17707
Se 0.30648 2.56269 0.43080
Cl -3.59162 3.01839 1.71806
C -2.40042 2.98188 3.00333
C -2.69545 3.70621 4.14958
C -1.78725 3.74293 5.19334
C -0.58406 3.05876 5.07606
C -0.30795 2.34054 3.92462
C -1.21453 2.27293 2.86282
C -0.84818 1.48029 1.64976
H -3.63334 4.24156 4.21201
H -2.01172 4.30764 6.08884
H 0.14150 3.09147 5.87836
H 0.63597 1.82090 3.80645
H -1.73456 1.15992 1.10565
H -0.25616 0.61800 1.94169
C -0.65778 2.04440 -4.08180
P 0.76455 2.66330 -3.07731
C 0.04240 4.29188 -2.61980
C 1.79310 3.21238 -4.49765
H -0.94897 2.77065 -4.84396
H -1.50748 1.86204 -3.42540
H -0.38263 1.11131 -4.57507
H -0.29276 4.83420 -3.50648
H 0.78943 4.88612 -2.09634
H -0.79493 4.13244 -1.94106
H 1.23035 3.90001 -5.13285
H 2.11363 2.35271 -5.08661
H 2.68227 3.70828 -4.10862